Computed, not measured: the molecule C3H5N3S in a non-equilibrium geometry, with the ωB97M-V functional and the def2-TZVPD basis.

Last column: Löwdin charge in e.
Positions of all 12 atoms, in Å:
H (-0.44928, -2.10919, -0.32216)  0.02
N (0.26129, -1.76865, -0.99170)  0.13
C (0.20081, -0.55484, -0.84862)  -0.56
C (1.05982, 0.40930, -1.57208)  -0.03
C (0.82263, 1.56873, -1.00274)  -0.13
N (0.00390, 1.48624, 0.16860)  -0.04
N (-0.61696, 0.13365, 0.12477)  -0.44
S (-0.76791, -0.59927, 1.71245)  0.74
H (1.81422, 0.17337, -2.40379)  0.14
H (1.00149, 2.59871, -1.23909)  0.11
H (-0.77673, 2.11193, 0.14279)  0.10
H (0.65968, -0.68435, 1.85202)  -0.06

For the HOMO energy, the calculation gives -0.3200 Ha. Its SMILES is [H]/N=c1/cc[nH]n1S.

---

Computed, not measured: the molecule C6H10N2 in a non-equilibrium geometry, with the ωB97M-V functional and the def2-TZVPD basis.

Last column: Löwdin charge in e.
Positions of all 18 atoms, in Å:
N (0.35652, 0.39330, -2.10883)  0.00
C (-0.21203, -0.59554, -1.14110)  -0.35
C (0.66747, -0.97228, 0.09740)  -0.17
C (-0.70722, -1.20947, 0.83307)  -0.07
C (-1.13011, 0.04308, -0.14068)  -0.28
N (-0.29431, 1.12597, 0.10255)  -0.10
C (0.12155, 1.16014, 1.49787)  -0.15
C (1.08694, 0.50492, 0.49065)  -0.11
H (1.07123, 0.02958, -2.73085)  0.06
H (0.54708, 1.31892, -1.55689)  0.10
H (-0.73491, -1.28208, -1.90726)  0.16
H (1.56434, -1.69864, -0.13587)  0.16
H (-1.32250, -2.12640, 0.57995)  0.12
H (-0.76136, -0.99066, 1.96801)  0.10
H (-2.17627, 0.13003, -0.36386)  0.14
H (-0.36039, 0.82157, 2.58920)  0.16
H (0.30978, 2.25660, 1.62858)  0.10
H (1.97419, 1.09096, 0.29804)  0.12

For the HOMO energy, the calculation gives -0.3154 Ha. Its SMILES is N[C@H]1[C@@H]2C[C@H]1N1C[C@@H]21.

---

Computed, not measured: a cluster of 15 separate species, H30O15 in total in a non-equilibrium geometry, with the ωB97M-V functional and the def2-TZVPD basis.

Last column: Löwdin charge in e.
Positions of all 45 atoms, in Å:
O (-1.60953, 3.46994, 0.16694)  -0.09
H (-1.13114, 2.97307, -0.53583)  0.00
H (-1.08548, 4.28652, 0.36250)  0.06
O (2.24899, -1.39807, 1.51246)  -0.02
H (3.16906, -1.68664, 1.54309)  0.09
H (1.75397, -2.20025, 1.38747)  0.05
O (-2.93425, -0.65029, -1.14691)  -0.05
H (-2.09799, -0.19703, -1.10727)  -0.02
H (-2.65794, -1.37730, -1.74600)  0.04
O (-0.68464, -3.16712, 0.09871)  0.01
H (-0.71663, -3.31348, -0.83180)  0.03
H (0.04552, -3.68914, 0.39055)  0.04
O (-1.54380, -1.03903, 1.69363)  0.00
H (-0.77148, -0.97144, 2.22604)  0.00
H (-1.41761, -1.80371, 1.18443)  -0.01
O (0.42616, -1.06468, 3.59401)  -0.06
H (1.13568, -1.01900, 2.93611)  0.00
H (0.85835, -0.80192, 4.44586)  0.09
O (-3.29704, 1.27285, 1.70432)  -0.08
H (-2.89481, 0.45064, 1.28509)  0.03
H (-4.16355, 1.26047, 1.28099)  0.05
O (1.14571, -1.95319, -2.29290)  -0.03
H (1.01738, -2.91052, -2.27124)  0.07
H (1.63745, -1.73115, -3.07762)  0.07
O (-0.19486, 0.33630, -0.02072)  -0.01
H (0.43875, -0.14544, -0.49504)  0.01
H (-0.58044, -0.24106, 0.60839)  -0.03
O (1.32959, 2.21397, 1.28013)  -0.07
H (0.51143, 2.57909, 1.63406)  -0.02
H (0.97296, 1.43149, 0.93653)  -0.06
O (2.28290, 1.22632, -2.02505)  -0.05
H (2.86927, 0.55969, -2.37582)  0.01
H (2.83431, 1.71774, -1.38058)  0.07
O (3.45149, -1.28121, -0.89379)  -0.03
H (3.30404, -1.91597, -1.54599)  -0.01
H (2.70167, -1.34570, -0.29081)  -0.01
O (-1.00456, -0.40757, -3.27001)  -0.05
H (-0.46548, 0.35300, -3.54648)  0.04
H (-0.35159, -1.03878, -2.96284)  -0.02
O (-0.86822, 2.29960, 2.78930)  -0.03
H (-1.19565, 3.18482, 2.80221)  0.04
H (-1.52365, 1.82568, 2.32550)  -0.03
O (-0.65627, 2.17322, -2.10155)  -0.03
H (-0.42797, 1.35992, -1.68671)  -0.03
H (0.13988, 2.37533, -2.58337)  0.04

For the HOMO energy, the calculation gives -0.3478 Ha.

---

Computed, not measured: a structure of composition C27H48CaF6O24P in a non-equilibrium geometry, with the ωB97M-V functional and the def2-TZVPD basis.

Last column: Löwdin charge in e.
Positions of all 107 atoms, in Å:
Ca (0.13441, 2.49885, 2.42373)  1.62
P (0.11933, 0.39125, -0.13394)  0.26
F (1.67737, 0.83404, -0.08441)  -0.14
F (0.31088, 0.40176, 1.52022)  -0.28
F (-0.17056, 1.99505, 0.18466)  -0.28
F (-1.44592, 0.07957, -0.00143)  -0.12
F (-0.04074, 0.58678, -1.72966)  -0.11
F (0.40988, -1.20206, -0.12393)  -0.12
C (-2.93091, -3.60384, -0.43087)  -0.02
C (-2.07143, -4.54307, -1.25133)  -0.27
C (-0.63434, -4.02581, -1.69296)  -0.06
O (0.17070, -5.19076, -1.43713)  0.04
C (-0.52540, -6.09331, -0.69789)  -0.56
O (-0.25922, -7.22091, -0.42033)  0.19
O (-1.63765, -5.50010, -0.30492)  0.07
H (-2.48185, -3.11871, 0.43312)  0.08
H (-3.89527, -4.05485, -0.20623)  0.09
H (-3.14004, -2.77821, -1.12578)  0.07
H (-2.66189, -4.98068, -2.05821)  0.16
H (-0.44626, -3.06219, -1.22381)  0.10
H (-0.59551, -3.91819, -2.77466)  0.12
C (4.79164, -2.30027, -0.29132)  -0.01
C (3.45919, -2.82785, 0.19868)  -0.30
C (2.82286, -4.06074, -0.54197)  -0.05
O (2.40094, -4.85048, 0.54968)  0.08
C (2.77569, -4.39594, 1.74148)  -0.57
O (2.53988, -4.89462, 2.79458)  0.17
O (3.43897, -3.23521, 1.56197)  0.07
H (4.85080, -1.26513, 0.06186)  0.07
H (4.87719, -2.28511, -1.37642)  0.08
H (5.67819, -2.73869, 0.16997)  0.09
H (2.81433, -1.95321, 0.07101)  0.11
H (3.48410, -4.69155, -1.13439)  0.15
H (1.91690, -3.77240, -1.06959)  0.10
C (3.15644, 0.11960, -4.12178)  -0.02
C (2.76569, -0.99781, -3.18127)  -0.29
C (1.32114, -1.56798, -3.39704)  -0.10
O (1.50767, -2.94373, -3.61122)  0.06
C (2.79937, -3.24927, -3.68175)  -0.59
O (3.23447, -4.34749, -3.83975)  0.18
O (3.55634, -2.14298, -3.54402)  0.07
H (4.18726, 0.46204, -4.02732)  0.09
H (2.47038, 0.95173, -3.95763)  0.09
H (3.11745, -0.25190, -5.14676)  0.10
H (2.69284, -0.69789, -2.13313)  0.13
H (0.80767, -1.07967, -4.22742)  0.14
H (0.75679, -1.42108, -2.48060)  0.08
C (-3.76406, 5.05285, 2.87212)  -0.03
O (-3.61387, 5.10211, 1.44867)  0.00
C (-2.72568, 4.22617, 0.86685)  -0.57
O (-2.06269, 3.45393, 1.52393)  0.03
O (-2.88451, 4.34945, -0.40184)  0.05
C (-2.04460, 3.70650, -1.37317)  0.03
H (-4.67367, 5.60728, 3.10040)  0.10
H (-3.04445, 5.67269, 3.41315)  0.09
H (-3.78661, 4.02538, 3.22451)  0.08
H (-1.02840, 3.66432, -0.98594)  0.08
H (-2.02008, 4.31930, -2.26699)  0.11
H (-2.42934, 2.69157, -1.45038)  0.10
C (-5.08448, 1.04741, 3.22821)  0.00
O (-3.73805, 1.44421, 2.91989)  0.00
C (-2.71530, 0.67975, 3.25110)  -0.60
O (-1.58424, 1.12666, 3.13166)  -0.05
O (-3.04646, -0.50949, 3.65037)  0.04
C (-1.97632, -1.50384, 3.71225)  0.05
H (-5.24863, 0.09635, 2.72223)  0.10
H (-5.85277, 1.72488, 2.86558)  0.10
H (-5.14557, 0.98820, 4.31366)  0.11
H (-1.11269, -1.15139, 3.15183)  0.08
H (-2.32358, -2.46450, 3.35052)  0.10
H (-1.67731, -1.51712, 4.75869)  0.10
C (3.18702, 4.88953, -1.51353)  0.00
O (2.20026, 4.42664, -0.57130)  0.03
C (2.58900, 3.86864, 0.57587)  -0.57
O (1.83816, 3.18546, 1.24438)  -0.08
O (3.82049, 4.16641, 0.87313)  0.04
C (4.35481, 3.67967, 2.10902)  0.01
H (3.47940, 5.91804, -1.33410)  0.11
H (2.77019, 4.65752, -2.49157)  0.10
H (4.03350, 4.20053, -1.49888)  0.10
H (3.66585, 3.70380, 2.95233)  0.10
H (5.23527, 4.26387, 2.35683)  0.11
H (4.64051, 2.63314, 2.00404)  0.09
C (3.48347, -0.38120, 2.94905)  0.00
O (3.10384, -0.35871, 4.32118)  0.07
C (2.13610, 0.42622, 4.70807)  -0.59
O (1.53146, 1.18279, 3.97042)  0.00
O (2.01133, 0.28280, 6.01999)  0.04
C (1.25729, 1.27664, 6.70045)  -0.02
H (2.59066, -0.38441, 2.32345)  0.09
H (4.26157, -1.09496, 2.70865)  0.10
H (3.94332, 0.56682, 2.64079)  0.08
H (0.22811, 0.91419, 6.70700)  0.10
H (1.42277, 2.28921, 6.33708)  0.10
H (1.59161, 1.27856, 7.73759)  0.10
C (-5.67913, 1.68294, -6.37630)  -0.06
O (-4.48018, 1.32725, -5.73720)  0.00
C (-4.46535, 0.27175, -4.89404)  -0.60
O (-5.06067, -0.76301, -4.99664)  0.15
O (-3.47243, 0.49922, -4.05084)  0.01
C (-3.23358, -0.45756, -3.02730)  -0.05
H (-5.63346, 1.35118, -7.41771)  0.10
H (-5.77953, 2.76691, -6.42610)  0.09
H (-6.60222, 1.26634, -5.97304)  0.10
H (-2.66560, -1.31861, -3.39293)  0.09
H (-4.18805, -0.85293, -2.68065)  0.10
H (-2.64221, -0.25435, -2.13460)  0.06

For the HOMO energy, the calculation gives -0.4381 Ha. As for the charge: +1.

---

Computed, not measured: a cluster of 2 separate species, C16H23NO4 in total in a non-equilibrium geometry, with the ωB97M-V functional and the def2-TZVPD basis.

Last column: Löwdin charge in e.
Positions of all 44 atoms, in Å:
C (-3.26617, 0.12758, 2.86180)  0.00
N (-1.88222, -0.31447, 3.01775)  -0.14
C (-1.63892, -1.44404, 3.91253)  -0.01
C (-0.90993, 0.40041, 2.48589)  0.02
C (0.49070, 0.07972, 2.66774)  -0.18
C (0.99767, -1.21616, 2.41089)  -0.03
C (2.30552, -1.53898, 2.76008)  -0.06
C (3.15063, -0.56388, 3.31206)  -0.06
C (2.67894, 0.74264, 3.50104)  -0.06
C (1.36777, 1.06981, 3.17238)  0.00
H (-3.91587, -0.62293, 3.31784)  0.09
H (-3.41802, 1.09404, 3.36349)  0.11
H (-3.50520, 0.24531, 1.79803)  0.10
H (-2.59296, -1.68406, 4.38723)  0.09
H (-1.28846, -2.32789, 3.36829)  0.09
H (-0.90615, -1.19233, 4.69118)  0.11
H (-1.20273, 1.39354, 2.11183)  0.12
H (0.35074, -1.95296, 1.92993)  0.12
H (2.66785, -2.55929, 2.60848)  0.11
H (4.18171, -0.81757, 3.56752)  0.11
H (3.33700, 1.50766, 3.91813)  0.11
H (0.97455, 2.07727, 3.32636)  0.12
H (-2.35508, 1.83254, 0.03513)  0.10
C (-1.30548, 1.57516, -0.03891)  -0.03
C (-0.33169, 2.60824, 0.16592)  -0.55
O (0.88313, 2.56818, 0.04749)  0.06
O (-0.97908, 3.74862, 0.59185)  -0.05
C (-0.10224, 4.88897, 0.63669)  -0.25
C (-0.88500, 6.06710, 1.15512)  -0.09
C (-0.95833, 0.33790, -0.66630)  -0.54
O (0.14726, -0.13981, -0.87737)  0.05
O (-2.11143, -0.33706, -1.00192)  -0.06
C (-1.84138, -1.46290, -1.85299)  -0.26
C (-3.13730, -2.17997, -2.12558)  -0.09
H (0.75071, 4.66862, 1.29343)  0.12
H (0.26826, 5.09416, -0.37870)  0.13
H (-0.20086, 6.90261, 1.31186)  0.07
H (-1.64154, 6.38485, 0.42955)  0.08
H (-1.37872, 5.83910, 2.10558)  0.07
H (-1.40636, -1.09777, -2.79547)  0.13
H (-1.12106, -2.13031, -1.36135)  0.12
H (-2.92018, -3.09888, -2.67261)  0.07
H (-3.65867, -2.44264, -1.19927)  0.07
H (-3.80118, -1.56904, -2.74653)  0.08

For the HOMO energy, the calculation gives -0.2503 Ha.

---

So what do the calculations give for ΔE to the lowest compared entry with this formula, charge and spin? Going down the list: 2.824; 5.293; 2.328; 0.000; 3.607 eV.